Record 1
A cluster of 8 separate species, C12H30N6O19S2 in total. Source: the Open Molecules 2025 dataset; level of theory: ωB97M-V/def2-TZVPD.

The geometry in XYZ format:
```
69
Properties=species:S:1:pos:R:3:forces:R:3
C -28.2602 -4.3254 4.6686 -1.1 0.0 0.4
N -28.9820 -3.8243 3.4392 0.6 3.3 -1.1
O -28.8381 -4.4534 2.3996 -0.4 -0.2 1.1
O -29.4914 -2.6672 3.4551 0.9 -3.0 0.6
H -27.1881 -4.1354 4.6166 -0.2 0.0 -0.7
H -28.5178 -5.3826 4.7323 0.3 0.1 0.1
H -28.6236 -3.7807 5.5400 -0.2 0.0 -0.3
C -25.0604 -6.9562 10.3551 0.5 -0.9 0.0
N -24.4781 -8.3207 10.6994 1.3 -0.6 2.2
O -24.8502 -8.8100 11.7750 -0.1 0.6 -1.4
O -23.5798 -8.8324 10.0386 -1.2 0.9 -0.3
H -25.7020 -6.7003 11.1982 -0.4 -0.2 -0.6
H -25.4733 -7.1327 9.3619 -0.5 0.5 0.3
H -24.2760 -6.2004 10.3141 0.3 -0.4 -0.2
C -26.6815 -1.5765 8.4676 0.6 -1.0 1.2
N -25.3814 -2.0394 9.1120 -1.7 1.5 -2.2
O -24.4014 -1.4657 8.7789 2.3 1.2 -0.3
O -25.4403 -2.9964 9.7982 -0.1 -2.3 1.9
H -27.3511 -1.9272 9.2529 -0.7 0.5 -0.6
H -26.7203 -2.2210 7.5894 -0.3 0.4 -0.1
H -26.6492 -0.5064 8.2630 0.0 -0.3 0.0
C -23.8045 -1.9315 4.0534 0.1 0.2 -1.1
N -24.8658 -1.2728 4.8149 -1.3 1.5 2.4
O -24.6526 -0.2132 5.3707 1.2 0.4 -0.8
O -25.9335 -1.8210 5.0335 0.1 -1.4 -1.3
H -23.6921 -2.8962 4.5481 0.4 0.1 -0.3
H -22.9366 -1.2804 3.9486 0.1 -0.2 1.0
H -24.1218 -1.9824 3.0118 -0.5 -0.6 0.2
C -21.0466 -10.2309 4.6736 -0.6 0.2 -0.6
N -20.3030 -11.4972 4.9970 1.3 0.5 -0.5
O -20.2302 -12.3230 4.0904 -0.3 0.5 1.2
O -19.7113 -11.5355 6.0710 -0.9 -0.3 -1.0
H -20.8885 -9.9323 3.6373 0.7 -0.4 0.0
H -20.7640 -9.4077 5.3298 -0.1 -0.5 0.3
H -22.1135 -10.4520 4.6452 0.0 -0.1 0.7
C -24.2839 -6.2704 4.3416 1.9 0.9 0.8
C -23.5491 -6.8777 5.5386 1.5 -2.2 -1.4
O -24.1771 -6.5776 6.7588 -1.9 1.9 0.2
S -25.4786 -5.5447 6.4792 -1.7 -3.1 0.9
O -25.1249 -4.1698 6.6223 0.1 -0.7 -0.3
O -26.7034 -6.0483 7.1969 4.0 1.4 -2.6
O -25.5291 -6.0034 4.8842 -2.5 1.2 1.1
H -24.3367 -6.8886 3.4455 -0.4 -0.3 0.4
H -23.7248 -5.3786 4.0583 -0.4 0.5 -0.2
H -22.4804 -6.6640 5.5562 -0.2 0.6 0.2
H -23.5802 -7.9491 5.3405 -0.3 -0.4 0.7
C -18.4934 -5.7978 3.0418 -1.8 0.4 0.6
C -19.8550 -6.5127 2.7935 0.9 0.4 -1.1
O -20.9261 -5.5787 3.1515 1.9 0.2 1.0
S -20.3128 -4.4977 4.3029 -0.1 0.0 -1.3
O -21.0418 -4.7960 5.5289 1.7 0.9 -1.9
O -20.2701 -3.1505 3.6962 -0.2 -3.3 1.7
O -18.7821 -5.1562 4.3167 -1.5 0.8 0.8
H -18.2560 -4.9762 2.3660 0.0 -0.4 -0.4
H -17.6816 -6.5110 3.1849 -0.1 0.3 0.1
H -19.8291 -7.4593 3.3333 -0.6 0.3 0.7
H -19.9571 -6.8108 1.7501 -0.3 0.4 -0.1
C -24.9068 -4.6816 -0.8988 1.0 0.2 0.3
O -24.7143 -5.5315 -1.7453 -0.3 0.4 -0.1
N -25.6932 -4.8108 0.1804 1.4 2.0 0.7
C -25.6095 -3.8376 1.3459 -1.1 -0.9 -0.6
C -26.6567 -5.8217 0.1982 -2.1 -1.4 1.9
H -24.4168 -3.6968 -0.8512 0.4 0.0 -0.5
H -26.5396 -3.2736 1.4170 -0.1 0.1 -0.1
H -24.7872 -3.1235 1.3902 0.2 -0.4 -1.0
H -25.5367 -4.3675 2.2957 0.0 -0.5 -0.1
H -26.8515 -6.4211 -0.6911 0.6 0.7 -0.3
H -26.4727 -6.5380 0.9989 0.4 -0.4 0.1
H -27.5886 -5.3777 0.5484 -0.3 0.0 -0.4
```
Forces are in eV/Å.

The value obtained for the relative energy (zero: lowest compared OMol25 entry of this formula, charge and spin) is 167.04 kJ/mol. The calculation puts the total energy at -3029.07273 Eh. The SMILES is C[N+](=O)[O-].C[N+](=O)[O-].C[N+](=O)[O-].C[N+](=O)[O-].C[N+](=O)[O-].O=S1(=O)OCCO1.O=S1(=O)OCCO1.CN(C)C=O. As for the gap between HOMO and LUMO: 9.13 eV.

In the natural (NBO) picture, each atom carries the following charge in e: -0.4853, 0.5158, -0.3819, -0.3735, 0.2471, 0.2359, 0.2370, -0.4811, 0.5190, -0.3832, -0.3786, 0.2425, 0.2389, 0.2411, -0.4916, 0.5619, -0.3773, -0.3986, 0.2235, 0.2430, 0.2380, -0.4868, 0.5230, -0.3513, -0.4094, 0.2451, 0.2548, 0.2263, -0.4998, 0.5242, -0.3682, -0.3524, 0.2253, 0.2320, 0.2386, -0.0947, -0.1093, -0.6412, 2.4441, -0.8705, -0.8460, -0.6757, 0.2207, 0.1774, 0.2191, 0.1789, -0.0969, -0.1046, -0.6848, 2.4361, -0.8617, -0.8531, -0.6691, 0.2093, 0.2261, 0.1879, 0.2160, 0.5363, -0.6156, -0.4313, -0.4148, -0.4289, 0.0947, 0.2151, 0.2079, 0.1938, 0.2474, 0.1780, 0.2157

***

Record 2
The molecule C12H30OSi2. Source: the Open Molecules 2025 dataset; level of theory: ωB97M-V/def2-TZVPD.

The geometry in XYZ format:
```
45
Properties=species:S:1:pos:R:3:forces:R:3
O 0.5010 0.0780 -0.1734 -1.1 -0.2 -0.6
C -1.1690 2.5309 2.9591 0.5 0.7 0.4
C 2.6043 -0.4838 1.7491 0.2 0.2 0.6
C 0.9127 3.2974 -0.8550 0.2 0.6 -0.6
C -2.4562 0.0169 -2.2469 -0.7 -0.3 0.3
C -2.3418 -3.1404 -0.1127 -0.5 -0.4 0.2
C 1.9848 -1.8425 -2.3881 0.2 -0.1 0.5
C -1.0692 1.8240 1.6276 0.2 -0.7 -1.1
C 1.5939 0.4677 2.3749 -0.9 -0.1 -0.1
C 1.6496 2.7313 0.3300 0.1 -1.5 -0.4
C -1.3011 -0.9458 -2.3875 1.1 0.1 1.2
C -1.4993 -2.0225 0.4689 0.9 0.5 -0.2
C 1.1024 -2.4823 -1.3271 -0.5 -0.6 0.5
Si 0.6302 1.2774 0.9839 0.4 -0.4 0.6
Si -0.2862 -1.2878 -0.8079 0.0 -0.1 0.4
H -0.6839 3.5152 2.9137 0.1 -0.2 0.1
H -2.1987 2.7525 3.2353 -0.1 -0.2 0.0
H -0.7038 1.9641 3.7849 -0.2 0.2 -0.4
H 3.3612 -0.7453 2.4815 0.2 -0.3 0.0
H 3.0913 0.0257 0.9283 0.3 -0.2 -0.4
H 2.1204 -1.3902 1.3923 0.1 0.0 -0.1
H 1.1727 4.3452 -1.0721 -0.2 -0.3 0.1
H -0.1511 3.2068 -0.6958 -0.5 0.4 -0.1
H 1.1196 2.7199 -1.7510 0.1 -0.1 -0.2
H -3.1888 -0.3522 -1.5055 0.1 0.2 -0.5
H -2.9213 0.1385 -3.2182 -0.5 0.0 -0.1
H -2.1684 1.0162 -1.9313 0.3 0.0 0.2
H -3.0563 -2.7731 -0.8361 0.1 0.1 -0.6
H -1.7180 -3.9412 -0.5544 -0.4 0.4 0.1
H -3.0018 -3.5878 0.6415 0.4 -0.1 0.1
H 2.3996 -0.9618 -1.9244 0.4 0.6 -0.1
H 2.8297 -2.4715 -2.7152 -0.5 0.2 -0.1
H 1.3450 -1.5257 -3.2070 0.4 -0.1 -0.4
H -1.5316 2.3830 0.7989 -0.2 0.0 0.4
H -1.6134 0.8755 1.6888 -0.1 0.0 -0.1
H 2.0762 1.2568 2.9585 0.0 -0.1 0.1
H 0.8876 -0.0875 3.0177 0.3 0.3 0.0
H 1.7622 3.4351 1.1292 0.1 0.5 0.6
H 2.6592 2.3830 0.0376 -0.4 0.2 0.2
H -0.5238 -0.4488 -2.9435 0.3 0.1 -0.9
H -1.5603 -1.8982 -2.8798 0.1 0.4 0.2
H -0.9457 -2.4386 1.3066 0.2 0.2 0.3
H -2.0783 -1.1700 0.8537 -0.2 -0.4 0.0
H 1.6583 -2.8047 -0.4364 0.2 0.3 -0.1
H 0.7061 -3.4390 -1.6926 -0.3 0.2 -0.1
```
Forces are in eV/Å.

The value obtained for the relative energy (zero: lowest compared OMol25 entry of this formula, charge and spin) is 0.00 kJ/mol. The calculation puts the total energy at -1129.57197 Eh. The SMILES is CC[Si](CC)(CC)O[Si](CC)(CC)CC. As for the gap between HOMO and LUMO: 10.24 eV.

In the natural (NBO) picture, each atom carries the following charge in e: -1.2837, -0.6019, -0.5947, -0.6056, -0.6050, -0.6080, -0.6069, -0.8999, -0.9104, -0.8944, -0.8974, -0.9001, -0.8916, 1.9650, 1.9471, 0.2016, 0.2078, 0.2085, 0.2027, 0.1973, 0.2050, 0.2072, 0.1912, 0.2112, 0.1978, 0.2067, 0.2069, 0.2037, 0.2061, 0.2077, 0.2087, 0.2085, 0.2009, 0.2233, 0.2236, 0.2260, 0.2206, 0.2278, 0.2301, 0.2210, 0.2359, 0.2270, 0.2243, 0.2246, 0.2239